C34H52CoN5OPS5 | wB97M-V/def2-TZVPD

energy	-146682.1241	eV
molar mass	797.07	g mol⁻¹
energy relative to the best compared isomer or geometry (same formula, charge and spin)	21.0	kcal/mol
gap between HOMO and LUMO (spin up / spin down)	6.93 / 8.21	eV
net charge	+2
2S+1	2

```
99
C34H52CoN5OPS5 wB97M-V/def2-TZVPD
N -0.537 4.384 -3.926
C 4.356 -0.384 -1.057
H 5.518 -0.601 2.648
H 1.579 3.206 -2.836
H -1.171 2.997 -6.086
C 3.384 -0.739 2.771
C -5.042 -2.352 -0.150
H 2.642 1.104 -3.593
C -0.338 2.576 -5.535
H -5.171 -2.612 0.900
C 4.605 -0.108 2.958
S -2.372 0.670 2.302
C 1.345 0.851 -5.278
H 5.420 -2.131 -0.355
O -1.160 5.920 -2.394
H 1.879 -2.812 4.131
H -2.106 2.322 -3.672
H -4.353 -1.671 2.552
S -4.080 -0.831 -0.287
C 0.105 3.200 -4.374
C -4.303 -3.451 -0.920
N 1.811 0.635 0.136
H 3.035 1.631 -1.229
H -0.728 2.163 0.363
H -4.088 -3.886 2.070
C -3.178 -0.226 3.652
C -3.828 1.302 1.396
C 5.427 -1.448 -1.205
H 3.002 -0.520 -5.371
H -2.486 -0.201 4.489
C -3.584 -1.652 3.316
H 1.366 1.629 4.127
N -1.104 0.332 -0.538
H 3.341 3.684 0.183
H -1.201 4.269 -0.780
H 3.948 2.243 1.016
C -1.752 1.762 -2.821
Co -0.927 -0.862 1.200
C 1.986 -0.424 -5.751
H 3.012 -2.007 -1.196
H -5.365 -0.212 1.662
H -1.420 -1.382 -1.635
H 1.419 -1.294 -5.414
H 3.359 -1.722 2.315
H 6.408 -0.981 -1.258
C 2.364 1.877 -0.414
C 1.195 2.678 -3.696
H -4.352 -3.236 -1.989
H 2.395 2.941 1.471
H -4.055 0.352 3.950
N 3.044 -1.034 -0.928
C 1.136 -2.763 3.334
H -3.074 -5.623 0.654
H 4.366 0.279 -1.924
H 5.617 1.611 3.750
C 1.977 -0.621 -0.249
C -1.239 2.428 -1.708
C 3.055 2.731 0.628
C -0.016 -0.703 4.814
H 3.529 2.720 4.474
H -1.459 -5.026 0.974
C 2.267 1.131 3.789
S 0.823 -1.863 0.127
N -1.048 3.802 -1.661
C 2.204 -0.130 3.196
H -3.409 1.905 0.589
S -2.177 -2.602 2.700
C -0.925 4.767 -2.675
H -0.064 0.952 -6.893
S -2.529 -3.662 -0.594
H -3.972 -2.135 4.214
C -1.413 -0.303 -1.673
H 0.273 -3.356 3.629
H 1.525 2.422 -0.855
C -0.984 1.666 -0.569
H -2.922 -4.845 2.965
H 1.051 0.759 0.787
P 0.619 -1.026 3.128
H 0.793 -0.879 5.523
H 5.284 -2.025 -2.119
H 1.557 -3.169 2.420
H -4.305 1.992 2.094
C 4.662 1.133 3.579
H 4.530 0.214 -0.160
H -0.358 0.324 4.932
H 2.027 -0.464 -6.839
C 1.790 1.503 -4.133
H -5.627 0.910 0.343
C -3.029 -4.118 2.160
H -4.802 -4.410 -0.771
C -2.500 -4.718 0.866
H -0.627 5.146 -4.583
C 3.490 1.753 3.989
H -2.115 -0.166 -3.685
H -0.831 -1.390 5.039
C -4.864 0.322 0.855
C -1.777 0.383 -2.818
H -6.033 -2.228 -0.586
C 0.284 1.421 -5.980
```



H4NOPS | wB97M-V/def2-TZVPD

energy	-23726.1389	eV
molar mass	97.08	g mol⁻¹
SMILES	[H]/N=P/O.S
energy relative to the best compared isomer or geometry (same formula, charge and spin)	33.1	kcal/mol
gap between HOMO and LUMO	10.03	eV
net charge	0

```
8
H4NOPS wB97M-V/def2-TZVPD
H -0.904 -2.683 -3.076
P -1.962 -1.675 -1.827
H 2.521 1.055 2.607
H -3.662 -3.228 -2.034
S 1.337 0.429 2.753
H 0.610 0.767 1.577
O -0.642 -1.868 -2.601
N -2.712 -2.972 -2.297
```



C4H10O2Sr | wB97M-V/def2-TZVPD

energy	-9236.9887	eV
molar mass	177.74	g mol⁻¹
energy relative to the best compared isomer or geometry (same formula, charge and spin)	0.0	kcal/mol
gap between HOMO and LUMO (spin up / spin down)	5.27 / 3.56	eV
net charge	0

```
17
C4H10O2Sr wB97M-V/def2-TZVPD
H -1.729 0.362 -0.392
H -0.074 1.992 -1.352
H -0.144 0.182 0.443
Sr 0.308 -1.925 -3.419
H -0.459 -2.730 0.529
H 1.188 1.025 2.682
H 1.370 2.778 2.504
C -0.695 0.012 -0.563
O -0.025 0.481 -2.690
H 2.734 1.702 2.131
O -0.595 -1.317 -0.964
H -1.658 -3.034 -0.768
H 1.368 1.831 0.951
C -1.219 -2.267 -0.117
H -2.009 -1.805 0.491
C -0.005 0.904 -1.536
C 1.644 1.811 2.067
```



C31H26BrF7N4O6 | wB97M-V/def2-TZVPD

energy	-139874.4358	eV
molar mass	763.46	g mol⁻¹
SMILES	CCC[C@H](C)c1nc2cc(C(F)(F)C(F)(F)F)c(CNC)c(Br)c2nc1N(C(=O)F)C(=O)F.O=C1C=CC(=O)C=C1.O=C1C=CC(=O)C=C1
gap between HOMO and LUMO	7.15	eV
net charge	0

```
75
C31H26BrF7N4O6 wB97M-V/def2-TZVPD
H -2.843 -2.271 3.841
O -1.771 -4.677 0.758
F 0.514 5.201 1.413
C -3.742 4.317 -5.605
C -2.708 4.912 -7.838
F 0.097 5.139 -0.733
H -0.591 4.908 -7.897
C 4.930 1.222 1.181
N 0.412 -4.572 1.558
C 3.928 0.152 0.971
C -0.786 3.328 0.621
C 4.432 -1.213 0.701
H -1.228 1.919 -3.081
H 0.516 -4.436 5.316
N -0.339 1.419 -3.071
C 0.427 4.328 0.337
H 3.684 -1.982 0.549
H -2.372 3.882 -4.049
C -0.763 -5.245 0.989
C -0.901 -3.450 3.928
C -1.308 4.374 -5.899
C -2.526 4.164 -5.084
H 1.607 1.914 -2.202
C 0.197 -1.090 0.520
C -0.703 0.974 1.677
C -0.419 -0.506 1.719
C 0.199 1.178 -0.681
C -3.927 4.702 -7.023
C -0.413 1.815 0.539
H -1.170 1.469 2.570
N -0.796 -1.178 2.875
H 0.194 3.085 -1.901
H -4.608 -2.323 5.159
H -5.257 -3.573 4.039
C 0.329 -3.384 4.958
C -3.252 -4.100 4.976
C -1.492 4.759 -7.316
F -1.392 3.677 1.805
H 1.296 0.877 -4.377
H 6.983 1.733 1.282
C 1.514 -4.939 0.679
C 5.738 -1.471 0.651
H -0.987 -4.521 3.604
H -4.643 4.168 -5.023
O 2.737 0.385 1.019
H -2.862 5.194 -8.871
H 1.258 -3.054 4.416
C -2.259 -2.918 4.547
H -3.246 -4.939 4.235
C 0.155 -3.128 1.545
H 0.107 -2.746 5.850
H -0.287 1.371 -5.187
C 0.510 -0.231 -0.674
H -3.010 -4.403 6.028
N 0.510 -2.435 0.443
H -2.076 -2.300 5.473
F -1.733 3.560 -0.400
O -0.199 4.236 -5.421
Br 1.359 -1.120 -2.206
C 6.236 0.964 1.131
H 6.124 -2.464 0.455
H 4.544 2.214 1.377
H -5.344 -3.830 5.855
F 2.711 -5.245 1.318
C 0.512 2.010 -1.983
C -4.714 -3.440 5.015
H 0.834 2.631 -4.358
O 1.483 -5.030 -0.496
C -0.503 -2.495 2.724
O -5.034 4.839 -7.499
C 6.741 -0.402 0.861
O 7.931 -0.636 0.813
F -0.595 -6.581 0.718
C 0.418 1.588 -4.341
F 1.631 3.723 0.176
```



C44H60BInN2O2PS3Si3 | wB97M-V/def2-TZVPD

energy	-124962.2313	eV
molar mass	986.04	g mol⁻¹
gap between HOMO and LUMO	6.33	eV
net charge	-1

```
117
C44H60BInN2O2PS3Si3 wB97M-V/def2-TZVPD
H -2.167 -2.917 -5.079
H 1.209 5.209 -3.099
H -4.832 0.598 -3.467
C -5.558 -0.883 -0.542
C 0.029 -3.178 -2.731
H 0.919 3.941 -5.310
H -3.414 -2.261 -4.011
C 2.772 0.452 -4.136
H 1.336 4.407 4.841
In -1.160 -0.422 0.557
H 6.850 -1.569 2.244
H -3.366 -4.793 -0.024
C 4.827 -1.200 1.637
H 7.847 -0.655 0.231
C -3.480 -3.753 0.181
C 0.804 4.232 -3.144
O -0.374 2.051 -0.658
H -5.730 -3.088 2.150
H -2.615 1.100 -1.982
H 0.699 -2.734 -1.939
C -2.547 -2.888 -4.031
H 5.381 1.487 -3.609
H 3.826 -1.990 -2.015
C -4.552 0.694 2.686
C -2.644 -1.902 5.381
H -4.426 0.743 3.790
C 2.747 -1.697 -5.195
C 5.096 2.458 -3.132
H -2.580 -4.782 3.993
H -6.633 -0.554 -2.395
H -0.884 4.277 5.041
C 0.551 3.559 -4.328
S -1.350 3.765 1.432
N 2.632 -0.783 0.834
H -2.847 -3.873 -3.717
C -0.343 1.717 -3.043
C -5.791 -2.058 2.493
H -6.413 -1.364 -0.053
B 0.089 3.166 0.311
C -0.019 2.299 -4.292
H 2.613 1.530 -4.199
H 2.498 -2.357 -6.017
H -0.968 5.664 3.947
H -0.323 -3.386 0.325
H -0.315 -3.412 4.027
C -0.478 3.860 2.946
H 2.097 -0.168 0.223
H -2.357 1.072 4.183
C -1.475 0.461 4.224
S 1.421 2.611 1.574
C 2.459 -0.350 -5.229
C 6.189 -1.166 1.481
C 5.948 -0.069 -0.675
C 3.997 -0.632 0.679
C 4.001 3.568 -1.247
H 0.016 -4.428 1.817
H -4.550 -3.550 0.271
C 5.521 3.704 -3.604
H -0.306 -4.181 -2.381
S -1.398 -2.110 -2.849
C 5.236 4.834 -2.878
C 0.437 3.701 -1.917
C 3.332 -0.098 -2.994
H 5.549 5.812 -3.241
C -3.062 -4.824 2.992
H -3.922 1.476 2.307
H 3.464 3.444 -0.300
C -4.392 -0.639 0.175
C -0.080 2.372 -1.887
O 0.487 4.210 -0.674
H -3.042 -3.154 -0.593
H -0.195 1.729 -5.230
C 4.287 2.380 -1.989
H 0.535 -2.123 3.173
H -5.593 1.035 2.480
C -1.202 4.592 4.043
C 4.565 0.002 -0.425
N -3.405 0.026 -0.414
C 4.468 4.810 -1.708
C -2.606 -1.763 2.287
H 6.171 3.665 -4.453
H -0.704 0.961 3.625
H 2.671 4.135 3.708
Si -1.834 -1.338 3.873
Si -2.469 -3.523 1.745
H -5.890 -2.102 3.586
Si -4.236 -1.027 2.007
H -0.659 0.662 -3.035
H -1.138 0.456 5.291
C 0.770 3.447 2.964
H -6.725 -1.622 2.137
C -4.674 0.331 -2.416
C 3.487 -1.477 -2.928
H 0.526 -3.317 -3.732
H -4.128 -4.694 3.150
H 3.384 -3.273 -3.931
H 1.966 2.778 4.625
C -0.174 -2.328 4.003
H -2.527 -2.978 5.563
H 4.286 5.715 -1.107
C 3.196 -2.243 -4.001
C 6.783 -0.598 0.330
H -2.305 4.469 3.986
H -2.828 -5.860 2.632
H -2.136 -1.381 6.230
H 6.357 0.292 -1.600
C -3.502 0.546 -1.649
C -5.679 -0.402 -1.888
P 3.388 0.930 -1.420
H 4.360 -1.648 2.509
C 1.742 3.706 4.102
H -3.699 -1.750 5.415
C -0.750 -4.116 1.044
H 2.304 -0.739 1.781
H -0.977 -5.002 0.465
H 0.263 -2.012 4.957
H 2.039 0.040 -6.145
```



C3H10N2S | wB97M-V/def2-TZVPD

energy	-17086.7791	eV
molar mass	106.19	g mol⁻¹
SMILES	[H]/N=C/N.CSC
energy relative to the best compared isomer or geometry (same formula, charge and spin)	42.1	kcal/mol
gap between HOMO and LUMO	9.54	eV
net charge	0

```
16
C3H10N2S wB97M-V/def2-TZVPD
S -1.261 0.139 1.197
C -1.111 -1.516 0.409
C -2.149 1.183 0.062
H -0.338 -2.047 0.953
H -3.204 1.387 0.322
H -2.263 0.837 -0.980
H 2.473 -0.739 -2.028
H 2.629 -1.163 0.051
H 0.824 0.784 0.927
N 2.665 0.093 -1.478
N 1.806 0.747 0.638
C 2.316 -0.155 -0.263
H -2.087 -1.993 0.430
H -1.852 2.237 0.062
H -0.659 -1.414 -0.595
H 2.211 1.620 0.294
```



C6H9N | wB97M-V/def2-TZVPD

energy	-7855.2403	eV
molar mass	95.14	g mol⁻¹
SMILES	CC#CC[C@H]1CN1
energy relative to the best compared isomer or geometry (same formula, charge and spin)	67.3	kcal/mol
gap between HOMO and LUMO	10.39	eV
net charge	0

```
16
C6H9N wB97M-V/def2-TZVPD
H 0.193 -2.952 0.567
H -0.445 -1.373 -1.273
C 1.115 -0.974 0.141
H 1.582 -0.158 0.691
H 2.913 -1.978 0.037
H 1.403 -2.392 1.811
H -2.030 3.178 1.172
C -1.394 1.559 -0.088
H 0.665 -0.094 -1.724
N 1.960 -2.075 -0.304
C -1.972 2.890 0.118
C -0.799 0.552 -0.389
C 0.098 -0.512 -0.872
H -1.338 3.635 -0.379
C 1.024 -2.290 0.798
H -2.975 2.982 -0.307
```



C15H26O2S | wB97M-V/def2-TZVPD

energy	-30904.0878	eV
molar mass	270.44	g mol⁻¹
SMILES	CCCCCCCC[C@@]1(C)SC(=O)C(C)=C1OC
gap between HOMO and LUMO	9.44	eV
net charge	0

```
44
C15H26O2S wB97M-V/def2-TZVPD
C -2.657 -2.460 1.657
H 4.836 1.980 -2.888
C -2.073 -1.686 0.535
H -0.881 0.541 -2.809
O 2.810 4.474 -1.699
H -2.601 -0.068 2.968
H -2.546 -3.510 1.510
H 3.787 1.605 -4.250
C 3.856 2.220 -3.334
H -1.963 -0.919 5.730
S 0.918 3.230 -0.631
H -1.102 -2.234 3.226
H -0.861 0.061 4.601
H 1.234 -1.221 -0.593
H -2.476 0.707 5.232
C 2.350 3.328 -1.518
C 0.532 1.596 -1.436
C 0.287 0.747 -0.161
H -0.545 1.203 0.453
C -2.634 -0.815 3.711
H -3.637 -1.059 4.047
H -2.453 -2.915 3.876
H -2.610 -0.752 0.715
H -0.732 2.288 -3.079
H 2.463 -1.792 -3.559
H -1.488 1.697 -1.528
C 1.618 1.254 -2.326
H -0.327 -0.876 -1.436
H -2.344 -2.092 -0.373
C 2.634 2.211 -2.452
O 1.539 0.031 -3.000
H 2.904 -1.273 -1.957
C 2.698 -0.858 -2.989
H 1.063 0.821 0.613
C -1.831 -0.210 4.882
H 3.963 3.246 -3.709
H 3.683 -0.405 -3.300
H -0.434 -0.781 1.657
C 0.223 -0.778 -0.460
C -0.579 -1.386 0.734
C -0.755 1.516 -2.352
H 0.012 -2.306 0.817
C -2.173 -2.171 3.175
H -3.706 -2.189 1.701
```



C4H7NOS | wB97M-V/def2-TZVPD

energy	-18632.3254	eV
molar mass	117.17	g mol⁻¹
SMILES	N[C@H]1C[C@H]1OC=S
energy relative to the best compared isomer or geometry (same formula, charge and spin)	51.3	kcal/mol
gap between HOMO and LUMO	9.45	eV
net charge	0

```
14
C4H7NOS wB97M-V/def2-TZVPD
C -2.203 -0.967 -0.138
H 1.741 0.776 1.258
C 0.323 1.198 -0.522
S -3.221 0.272 -0.025
N 1.824 -0.750 -0.299
H 0.261 0.941 -1.556
C 1.126 0.358 0.412
C -0.319 0.257 0.478
H 1.642 -1.642 0.208
O -0.871 -0.977 0.103
H 2.790 -0.578 -0.471
H 0.240 2.286 -0.337
H -2.519 -1.968 -0.471
H -0.814 0.794 1.359
```



C3H13N2O3 | wB97M-V/def2-TZVPD

energy	-12438.2513	eV
molar mass	125.15	g mol⁻¹
energy relative to the best compared isomer or geometry (same formula, charge and spin)	32.8	kcal/mol
gap between HOMO and LUMO	11.04	eV
net charge	+1

```
21
C3H13N2O3 wB97M-V/def2-TZVPD
H 0.430 0.646 0.203
C 1.058 -0.237 0.205
H -2.392 2.902 -0.174
H -2.414 0.615 -0.364
H 1.065 -0.036 -3.190
O -1.809 -0.138 -0.383
H -1.741 -0.447 -1.296
H -0.425 -1.510 0.798
H -1.647 2.971 -1.642
O 1.924 -1.693 -1.489
H 1.248 -2.018 1.191
H 1.244 -0.060 2.751
O -2.097 2.447 -0.971
H 2.088 0.008 0.464
N 0.538 -1.299 1.076
H -0.536 -0.327 2.741
H 0.444 -1.648 3.116
C 1.350 -0.655 -1.301
N 0.857 0.186 -2.229
H 0.377 1.035 -1.994
C 0.438 -0.739 2.490
```